1.
Density functional theory data (ωB97M-V/def2-TZVPD) for an isolated molecule of C3H2N2S.

XYZ file:
```
8
Properties=species:S:1:pos:R:3:mulliken_charge:R:1
C -0.77781 0.59298 0.33273 -0.622
C 0.27118 1.28570 0.01891 0.653
C -0.71919 -0.79765 0.05538 0.552
N 1.42520 1.49254 -0.25224 -0.417
N 0.13837 -1.66243 -0.08886 -0.557
S -2.36822 -0.13533 -0.07117 -0.149
H 2.15669 1.82937 0.35354 0.282
H -0.12623 -2.60518 -0.34828 0.257
```

Output
HOMO level	-0.31200	Eh
SMILES	[H]/N=C1\SC1=C=N
total energy	-623.084770	Ha
maximum force	1.41	eV/A

***

2.
Density functional theory data (ωB97M-V/def2-TZVPD) for an isolated molecule of C3H2N2S2.

XYZ file:
```
9
Properties=species:S:1:pos:R:3:mulliken_charge:R:1
C -0.16601 -1.04307 0.15978 0.007
C -0.73984 -0.54817 -1.03257 -0.166
C 1.05159 0.65088 1.36067 0.357
N 0.69406 -0.41421 1.00081 -0.260
N -0.52750 0.63382 -1.55191 -0.316
S 1.50639 1.91019 2.17672 -0.287
S -0.04294 1.98934 -0.92397 -0.028
H -0.41578 -2.12119 0.48362 0.279
H -1.35996 -1.05760 -1.67315 0.415
```

Output
HOMO level (alpha / beta)	-0.29079 / -0.31586	Eh
SMILES	S=C=N/C=C\N=S
total energy	-1021.292929	Ha
maximum force	3.32	eV/A

***

3.
Density functional theory data (ωB97M-V/def2-TZVPD) for an isolated molecule of C3H2N2S2.

XYZ file:
```
9
Properties=species:S:1:pos:R:3:mulliken_charge:R:1
C 0.36702 0.77947 0.69056 -0.014
C 0.84506 -0.55089 0.78295 -0.024
C -0.98423 0.20697 -1.03526 0.238
N -0.53051 1.07267 -0.14438 -0.391
N 0.15219 -1.51092 0.23789 -0.386
S -1.22325 0.64924 -2.58187 -0.277
S -1.23317 -1.46763 -0.50156 0.140
H 0.74544 1.61708 1.15879 0.451
H 1.86146 -0.79599 1.39288 0.262
```

Output
HOMO level (alpha / beta)	-0.32316 / -0.32317	Eh
SMILES	S=c1nccns1
total energy	-1021.319856	Ha
maximum force	4.12	eV/A

***

4.
Density functional theory data (ωB97M-V/def2-TZVPD) for an isolated molecule of C3H2N4O.

XYZ file:
```
10
Properties=species:S:1:pos:R:3:mulliken_charge:R:1
C 0.97918 0.70285 0.50162 0.694
C -0.17768 0.23706 -1.19636 0.103
C -0.47475 -0.84098 -0.25427 -0.162
H -0.73604 0.08503 -2.25004 0.271
H -0.79403 -1.76580 -0.77996 0.376
N 0.62950 1.14928 -0.85155 -0.379
N -0.85701 -0.91863 1.10975 -0.141
N -0.83638 0.09318 1.69800 -0.077
N 0.05838 0.86389 1.42942 -0.139
O 2.20884 0.39412 0.59339 -0.546
```

Output
HOMO level	-0.38684	Eh
SMILES	O=c1nccnnn1
total energy	-409.568429	Ha
maximum force	13.63	eV/A

***

5.
Density functional theory data (ωB97M-V/def2-TZVPD) for an isolated molecule of C3H2N4O.

XYZ file:
```
10
Properties=species:S:1:pos:R:3:mulliken_charge:R:1
C -0.32113 -0.63737 1.75807 -0.122
C 0.01748 0.11530 0.54735 0.674
C 1.08044 0.32556 -1.50794 0.018
H -1.38613 -0.72975 1.94045 0.388
H 1.79222 0.32233 -2.20942 0.440
N 1.14216 0.28805 0.00708 -0.410
N 0.01657 0.61735 -2.15445 -0.169
N -1.08929 0.56379 -1.35572 -0.240
N -1.23983 0.34237 -0.05471 -0.108
O 0.39074 -1.38680 2.54859 -0.471
```

Output
HOMO level	-0.37008	Eh
SMILES	O=Cc1ncnnn1
total energy	-409.601989	Ha
maximum force	7.94	eV/A

***

6.
Density functional theory data (ωB97M-V/def2-TZVPD) for an isolated molecule of C3H2N4O.

XYZ file:
```
10
Properties=species:S:1:pos:R:3:mulliken_charge:R:1
C 1.18960 -0.11340 0.05256 0.502
C 0.39003 -1.29015 -0.57123 -0.049
C -1.13167 0.85641 0.40725 0.121
H 0.73110 -1.94493 -1.35427 0.393
H -1.56917 1.52018 1.28386 0.299
N -0.93950 -1.23579 -0.35001 -0.274
N -1.47094 -0.33431 0.69055 -0.249
N -0.19069 1.57351 -0.46908 -0.160
N 0.96673 1.20551 -0.64298 -0.119
O 2.02452 -0.23703 0.95334 -0.465
```

Output
HOMO level	-0.36945	Eh
SMILES	O=c1cnncnn1
total energy	-409.606261	Ha
maximum force	5.77	eV/A

***

7.
Density functional theory data (ωB97M-V/def2-TZVPD) for a structure of composition C3H2N4O.

XYZ file:
```
10
Properties=species:S:1:pos:R:3:mulliken_charge:R:1
C -1.46048 -0.46777 -0.00098 -0.301
C 0.01833 0.94517 -0.08397 0.512
C 0.03288 -0.55823 -0.40471 0.326
H -1.65819 -1.04102 1.17898 0.249
H -2.48046 -0.69960 -0.72839 0.244
N 1.11543 1.71777 0.02371 -0.353
N 2.24481 0.78479 -0.08129 -0.111
N 2.33462 -0.43554 -0.00256 -0.074
N 1.22646 -1.21472 0.07562 -0.216
O -1.37340 0.96915 0.02359 -0.277
```

Output
HOMO level	-0.37215	Eh
total energy	-409.514581	Ha
maximum force	6.57	eV/A

***

8.
Density functional theory data (ωB97M-V/def2-TZVPD) for a cluster of 2 separate species, C3H2N8S in total.

XYZ file:
```
14
Properties=species:S:1:pos:R:3:mulliken_charge:R:1
C -1.31731 -0.70301 -0.24835 -0.034
C 1.42426 0.24544 -0.18016 0.803
C 1.17616 -0.94615 -0.91256 -0.167
N -3.04487 0.32339 0.53852 -0.311
N 1.87186 2.27313 0.17193 -0.452
N -2.50158 -0.19989 -0.57681 -0.448
N 1.68701 1.41575 -0.80183 -0.419
N -1.13901 -0.50406 1.02537 0.320
N 1.29369 0.41764 1.11194 -0.201
N -2.27897 0.05271 1.54744 -0.575
N 1.54920 1.70723 1.30904 -0.605
S 1.70530 -2.45774 -0.35559 -0.493
H 1.34154 -0.85635 -2.07609 0.252
H -0.39038 -0.77846 1.59911 0.331
```

Output
net charge	-2
HOMO level (alpha / beta)	-0.02240 / -0.02233	Eh
total energy	-951.625990	Ha
maximum force	3.62	eV/A